(1)
The following is a quantum chemistry calculation of a 6-piece molecular cluster, C34H75F3O17 overall, from OMol25.

```
! RIJCOSX wB97M-V def2-TZVPD def2/J DEFGRID3
* xyz 0 1
C 0.791 1.679 1.924
C 0.096 1.740 0.502
O 0.931 1.067 -0.377
C 0.886 -0.291 -0.592
O 0.187 -1.046 0.149
C 1.756 -0.814 -1.738
F 2.626 -1.658 -1.208
F 1.004 -1.575 -2.636
F 2.445 0.225 -2.314
H 0.563 0.670 2.268
H 0.312 2.358 2.630
H 1.877 1.715 2.020
H 0.035 2.798 0.248
H -0.950 1.433 0.507
C 3.972 -5.312 -0.988
O 4.122 -4.524 -2.113
C 5.246 -3.680 -1.970
C 5.407 -2.693 -3.172
O 5.416 -3.378 -4.448
C 4.217 -3.979 -4.918
C 4.328 -4.269 -6.414
O 4.096 -3.050 -7.135
C 4.108 -3.127 -8.550
H 4.590 -6.199 -1.124
H 2.940 -5.663 -0.958
H 4.207 -5.003 0.030
H 6.148 -4.284 -1.874
H 5.149 -3.079 -1.066
H 6.364 -2.172 -3.127
H 4.663 -1.896 -3.163
H 3.337 -3.343 -4.825
H 3.885 -4.894 -4.426
H 3.661 -5.120 -6.549
H 5.336 -4.649 -6.581
H 5.048 -3.557 -8.897
H 4.060 -2.114 -8.949
H 3.331 -3.742 -9.004
C 2.171 2.889 6.469
O 2.117 1.417 6.479
C 1.081 0.986 5.598
C 1.087 -0.584 5.601
O 2.262 -1.001 4.866
C 2.858 -2.162 5.285
C 2.004 -3.427 4.710
O 2.137 -3.744 3.329
C 1.607 -2.739 2.519
H 3.075 3.153 7.018
H 1.291 3.261 6.994
H 2.195 3.465 5.544
H 1.261 1.411 4.611
H 0.100 1.392 5.845
H 0.203 -0.889 5.040
H 1.008 -1.029 6.592
H 2.997 -2.147 6.366
H 3.855 -2.229 4.849
H 0.968 -3.335 5.035
H 2.492 -4.188 5.319
H 0.641 -2.344 2.834
H 1.507 -3.142 1.511
H 2.325 -1.923 2.439
C -4.817 -6.627 -3.488
O -4.767 -5.206 -3.435
C -4.530 -4.740 -2.065
C -4.416 -3.180 -2.072
O -3.499 -2.776 -1.039
C -3.230 -1.351 -0.940
C -2.446 -0.818 -2.145
O -3.150 -0.684 -3.346
C -2.226 -0.738 -4.488
H -3.934 -7.075 -3.031
H -4.941 -6.990 -4.508
H -5.620 -7.008 -2.857
H -3.685 -5.236 -1.588
H -5.379 -4.980 -1.424
H -5.440 -2.809 -2.036
H -4.021 -2.926 -3.055
H -2.545 -1.259 -0.097
H -4.031 -0.644 -0.725
H -1.551 -1.436 -2.205
H -2.035 0.181 -2.000
H -1.524 0.096 -4.470
H -2.732 -0.544 -5.434
H -1.755 -1.721 -4.487
C 1.261 3.986 -2.133
O -0.177 4.037 -2.155
C -0.752 2.977 -2.896
C -2.276 3.026 -2.898
O -2.828 2.841 -1.586
C -4.247 2.926 -1.453
C -4.672 3.183 -0.021
O -4.163 4.412 0.507
C -2.773 4.605 0.683
H 1.799 3.990 -3.081
H 1.647 3.083 -1.660
H 1.700 4.816 -1.580
H -0.390 2.028 -2.499
H -0.450 3.016 -3.943
H -2.695 2.321 -3.616
H -2.553 4.046 -3.166
H -4.681 2.052 -1.937
H -4.466 3.817 -2.042
H -4.277 2.387 0.610
H -5.748 3.289 0.112
H -2.673 5.331 1.490
H -2.254 5.047 -0.167
H -2.218 3.687 0.878
C -2.402 0.041 2.993
O -2.029 1.062 3.900
C -2.923 2.157 3.964
C -2.281 3.357 4.752
O -1.311 3.958 3.859
C -0.582 5.041 4.457
C 0.401 5.726 3.520
O -0.287 6.325 2.436
C 0.456 6.380 1.225
H -2.434 0.305 1.936
H -3.350 -0.446 3.223
H -1.655 -0.753 3.007
H -3.839 1.871 4.481
H -3.152 2.577 2.985
H -1.809 2.969 5.655
H -2.953 4.188 4.966
H 0.003 4.795 5.343
H -1.304 5.795 4.773
H 1.139 5.021 3.137
H 0.949 6.413 4.164
H 1.365 6.968 1.345
H -0.075 6.782 0.362
H 0.802 5.373 0.990
*
```

ΔE to the lowest compared entry with this formula, charge and spin: 112.9 kJ/mol
SMILES: CCOC(=O)C(F)(F)F.COCCOCCOC.COCCOCCOC.COCCOCCOC.COCCOCCOC.COCCOCCOC

(2)
The following is a quantum chemistry calculation of a 4-piece molecular cluster, C34H76N4O5S2 overall, from OMol25.

```
! RIJCOSX wB97M-V def2-TZVPD def2/J DEFGRID3
* xyz 0 1
C -0.182 1.289 -7.139
C 0.669 0.985 -5.889
C -0.067 0.143 -4.838
C 0.878 -0.664 -3.924
N 0.698 -0.410 -2.481
C -0.190 -1.364 -1.802
C -1.487 -1.623 -2.552
C -2.377 -2.601 -1.769
C -3.301 -3.376 -2.694
O -2.647 -4.495 -3.296
C -2.228 -4.365 -4.549
O -2.660 -3.643 -5.388
O -1.255 -5.318 -4.777
O -0.092 -4.624 -5.244
C 0.977 -5.020 -4.389
C 2.234 -5.222 -5.218
C 2.613 -4.011 -6.081
O 3.294 -5.585 -4.337
C 1.842 -0.026 -1.808
S 2.774 1.207 -2.328
S 2.276 -0.862 -0.268
C 3.823 -1.667 -0.769
C 4.882 -1.579 0.353
C 4.988 -2.872 1.168
H 0.398 1.156 -8.052
H -0.543 2.316 -7.115
H -1.039 0.618 -7.198
H 0.973 1.924 -5.425
H 1.597 0.483 -6.177
H -0.639 0.817 -4.196
H -0.803 -0.508 -5.316
H 0.729 -1.731 -4.116
H 1.902 -0.431 -4.202
H 0.301 -2.320 -1.592
H -0.449 -0.928 -0.833
H -1.280 -2.055 -3.535
H -2.030 -0.695 -2.742
H -1.789 -3.267 -1.136
H -3.040 -2.021 -1.120
H -4.138 -3.775 -2.122
H -3.714 -2.690 -3.435
H 1.121 -4.258 -3.608
H 0.731 -5.956 -3.890
H 2.091 -6.083 -5.870
H 3.331 -3.397 -5.537
H 1.739 -3.389 -6.284
H 3.031 -4.325 -7.033
H 3.262 -5.010 -3.564
H 4.197 -1.217 -1.687
H 3.619 -2.720 -0.977
H 5.847 -1.303 -0.069
H 4.580 -0.780 1.031
H 5.443 -2.661 2.137
H 4.001 -3.297 1.354
H 5.610 -3.614 0.668
C -2.642 5.880 1.319
C -2.032 4.809 0.428
N -0.585 4.743 0.518
C 0.023 3.924 -0.516
C -0.282 2.422 -0.522
C -0.047 4.573 1.855
C -0.476 3.336 2.658
H -2.203 6.856 1.106
H -3.716 5.941 1.138
H -2.504 5.663 2.379
H -2.280 5.040 -0.612
H -2.518 3.845 0.653
H 1.106 4.063 -0.468
H -0.284 4.339 -1.481
H 0.255 1.894 0.267
H 0.036 1.993 -1.473
H -1.349 2.218 -0.410
H -0.307 5.461 2.438
H 1.045 4.591 1.789
H -1.547 3.146 2.572
H -0.255 3.492 3.716
H 0.056 2.438 2.348
C 2.984 9.051 6.532
C 2.610 7.587 6.710
N 1.514 7.168 5.855
C 0.971 5.868 6.205
C 1.871 4.636 6.046
C 1.694 7.414 4.434
C 2.908 6.783 3.740
H 2.116 9.694 6.683
H 3.746 9.326 7.262
H 3.395 9.253 5.543
H 2.288 7.436 7.744
H 3.516 6.974 6.577
H 0.057 5.717 5.622
H 0.649 5.924 7.250
H 1.992 4.348 5.002
H 1.420 3.786 6.564
H 2.860 4.794 6.476
H 1.734 8.494 4.277
H 0.784 7.091 3.921
H 3.825 6.891 4.321
H 3.075 7.275 2.780
H 2.757 5.724 3.535
C -5.146 -3.901 2.514
C -4.655 -4.884 1.462
N -3.212 -5.044 1.455
C -2.719 -5.754 0.288
C -3.117 -7.223 0.103
C -2.612 -5.415 2.726
C -3.086 -6.713 3.392
H -4.656 -2.933 2.398
H -6.222 -3.756 2.407
H -4.966 -4.259 3.527
H -4.943 -4.507 0.475
H -5.191 -5.838 1.593
H -1.627 -5.680 0.275
H -3.059 -5.201 -0.592
H -2.569 -7.884 0.774
H -2.884 -7.535 -0.917
H -4.185 -7.381 0.258
H -2.773 -4.592 3.426
H -1.529 -5.455 2.581
H -4.172 -6.815 3.359
H -2.791 -6.713 4.444
H -2.648 -7.598 2.934
*
```

SMILES: CCCCN(CCCCOC(=O)OOC[C@@H](C)O)C(=S)SCCC.CCN(CC)CC.CCN(CC)CC.CCN(CC)CC

no.,Kohn-Sham gap (eV)
1,9.143
2,7.916